(1)
The following is a DFT calculation (ωB97M-V/def2-TZVPD) of a structure of composition C51H90AsBInN6Si2Te.

Values from the calculation:
Frontier orbital gap, eV: 7.43
Total charge: +1
E_HOMO, eV: -9.99
Multiplicity: 1

CARTESIAN COORDINATES (ANGSTROEM)
In  -0.36564  0.08073  -0.49342
C  3.29832  -0.66873  -4.35256
C  2.21226  0.19068  -3.71551
C  1.99448  1.49392  -4.49659
C  0.90395  -0.53823  -3.60266
C  0.45392  -1.72577  -4.19677
C  -0.88274  -1.83772  -3.84734
C  -1.79350  -2.96951  -4.23041
C  -2.46571  -2.70686  -5.58340
C  -2.82083  -3.30389  -3.14843
N  -1.20331  -0.77029  -3.08016
N  -0.09719  0.02830  -2.93904
B  -2.58644  -0.02592  -2.92584
N  -2.27801  1.48113  -2.79562
N  -1.75007  1.90869  -1.62386
C  -1.46320  3.20103  -1.76591
C  -1.80214  3.60974  -3.05737
C  -2.29534  2.48334  -3.70129
C  -2.75746  2.46654  -5.14336
C  -1.93488  3.48673  -5.94831
C  -2.69404  1.11692  -5.87266
C  -0.87988  4.08046  -0.68999
C  -0.20256  3.29436  0.43024
C  0.12812  5.06441  -1.29299
N  -3.40833  -0.48817  -1.70364
N  -2.83135  -0.84489  -0.53011
C  -3.81023  -1.27682  0.26887
C  -5.03498  -1.17032  -0.38959
C  -4.74543  -0.67101  -1.64858
C  -5.79931  -0.34782  -2.67635
C  -5.81818  -1.27784  -3.89380
C  -5.76081  1.12589  -3.09446
C  -3.55754  -1.85144  1.62902
C  -4.81313  -1.83931  2.49800
C  -2.99111  -3.27319  1.50751
H  4.23583  -0.11420  -4.39732
H  3.02074  -0.95063  -5.37016
H  3.46707  -1.58160  -3.77649
H  2.53828  0.46582  -2.70698
H  1.64277  1.27851  -5.50825
H  2.92771  2.05611  -4.57047
H  1.24825  2.11371  -3.99757
H  1.01710  -2.43261  -4.78455
H  -1.14190  -3.83859  -4.35347
H  -3.11145  -1.82888  -5.53447
H  -3.06983  -3.56619  -5.87774
H  -1.71738  -2.53323  -6.35770
H  -3.53778  -2.49446  -3.01870
H  -2.32704  -3.47893  -2.19011
H  -3.37154  -4.20413  -3.42363
H  -3.22588  -0.25168  -3.89023
H  -1.70527  4.59815  -3.46713
H  -3.79903  2.80641  -5.15532
H  -0.87458  3.23128  -5.90161
H  -2.06466  4.50325  -5.58203
H  -2.24981  3.47364  -6.99115
H  -1.76615  0.58643  -5.64531
H  -2.73004  1.29397  -6.94755
H  -3.53490  0.47220  -5.62584
H  -1.70178  4.66034  -0.25372
H  0.66222  2.75585  0.03418
H  -0.89486  2.58058  0.88129
H  0.15088  3.98247  1.20120
H  0.92803  4.51742  -1.79638
H  0.57164  5.68170  -0.51003
H  -0.34135  5.72949  -2.01584
H  -6.01218  -1.43764  -0.02354
H  -6.74318  -0.51415  -2.15199
H  -4.90988  -1.18404  -4.48555
H  -6.66051  -1.02248  -4.53852
H  -5.92072  -2.32058  -3.58987
H  -4.87569  1.33311  -3.69395
H  -5.73676  1.77649  -2.21869
H  -6.64615  1.36963  -3.68325
H  -2.81324  -1.22770  2.12135
H  -5.56866  -2.50921  2.08522
H  -5.24459  -0.83848  2.55765
H  -4.57811  -2.18059  3.50792
H  -3.77420  -3.94793  1.15871
H  -2.62891  -3.63840  2.47276
H  -2.17170  -3.30125  0.78679
C  3.52494  1.77462  -0.52416
C  4.57457  0.66759  -0.59011
As  4.07769  -0.86569  0.56167
C  5.86439  -1.71583  0.40083
C  6.02730  -3.10318  1.01666
C  2.93600  -1.82125  -0.76876
C  3.55974  -3.03316  -1.45246
H  3.77478  2.61191  -1.17882
H  3.43440  2.15260  0.49671
H  2.54403  1.39457  -0.82573
H  5.53589  1.03942  -0.23031
H  4.71770  0.32645  -1.61878
H  6.50965  -1.01121  0.93213
H  6.18609  -1.71719  -0.64238
H  5.54968  -3.15270  1.99530
H  7.08301  -3.34873  1.14066
H  5.58656  -3.87368  0.38588
H  2.63024  -1.08549  -1.51804
H  2.03251  -2.13152  -0.23773
H  4.50158  -2.77226  -1.93900
H  2.89224  -3.44201  -2.21410
H  3.75883  -3.82314  -0.72811
C  -1.84185  -1.28854  7.70428
Si  -0.43121  -1.11115  6.46606
C  0.60559  -2.68694  6.41049
C  0.55997  0.40648  6.97317
C  -1.36535  -0.93788  4.78908
Te  -0.61654  -0.03818  2.99240
C  -0.70082  1.94129  3.71827
Si  -2.47400  2.67797  3.51884
C  -2.26319  4.54312  3.62935
C  -3.23084  2.18236  1.85883
C  -3.55351  2.07011  4.94189
H  -1.44504  -1.52347  8.69468
H  -2.53267  -2.08919  7.43194
H  -2.41582  -0.36350  7.79210
H  1.63102  -2.50489  6.73826
H  0.65359  -3.12247  5.41212
H  0.17827  -3.43447  7.08183
H  1.01743  0.20705  7.94550
H  -0.08119  1.28256  7.09841
H  1.36248  0.65227  6.28366
H  -2.29504  -0.38917  4.96421
H  -1.65676  -1.94573  4.47740
H  0.00120  2.52861  3.12384
H  -0.37417  1.91857  4.75773
H  -1.60694  4.93188  2.84788
H  -1.85286  4.85093  4.59342
H  -3.23458  5.03021  3.51724
H  -3.19566  3.01132  1.14899
H  -4.28211  1.91021  1.97674
H  -2.73750  1.33516  1.37649
H  -3.00959  2.02887  5.88844
H  -3.98911  1.08601  4.75320
H  -4.38452  2.76615  5.07567
C  2.55221  -4.54976  3.04444
C  1.29791  -4.14678  2.54914
C  0.91487  -2.83864  2.63952
C  1.77413  -1.86038  3.19951
C  1.41028  -0.49262  3.34012
C  2.30840  0.43924  3.77336
C  3.59466  0.03707  4.18025
C  3.95210  -1.27967  4.14383
C  3.06243  -2.26077  3.64534
C  3.40925  -3.62978  3.57908
H  2.83340  -5.59344  2.99901
H  0.63644  -4.87912  2.10431
H  -0.05742  -2.53724  2.26004
H  2.04048  1.48713  3.83584
H  4.28265  0.78064  4.56048
H  4.93144  -1.58854  4.48920
H  4.37621  -3.94222  3.95409

(2)
The following is a DFT calculation (ωB97M-V/def2-TZVPD) of the ion C3H7N2S with charge +1.

Values from the calculation:
Frontier orbital gap (alpha / beta), eV: 6.54 / 8.07
Energy relative to the best compared isomer or geometry (same formula, charge and spin), kJ/mol: 45.5
Total charge: +1
E_HOMO (alpha / beta), eV: -9.46 / -14.85
Multiplicity: 3

CARTESIAN COORDINATES (ANGSTROEM)
C  -1.43259  -0.00979  0.86175
C  0.54560  0.36050  -0.43726
C  1.27677  -0.10398  -1.45492
N  -0.79993  0.01136  -0.28397
N  -0.84071  0.22958  2.00962
S  2.93671  0.33184  -1.68832
H  -2.48932  -0.24822  0.85951
H  0.96995  1.04603  0.28214
H  0.14569  0.43037  2.06061
H  0.86003  -0.78931  -2.17726
H  -1.28674  -0.26236  -1.13010
H  -1.35558  0.21339  2.87733
H  3.14901  -0.43838  -2.75686

(3)
The following is a DFT calculation (ωB97M-V/def2-TZVPD) of a structure of composition C6H13NO2.

Values from the calculation:
Frontier orbital gap, eV: 8.08
Energy relative to the best compared isomer or geometry (same formula, charge and spin), kJ/mol: 571.0
E_HOMO, eV: -8.52
Multiplicity: 1

CARTESIAN COORDINATES (ANGSTROEM)
C  -1.08297  -1.20581  0.75285
C  -1.06410  1.49361  -0.73145
C  0.20819  -0.39663  0.55421
C  0.15089  0.82835  -0.23239
O  1.29500  -1.12285  0.33109
H  1.31847  -0.86087  -1.12817
H  1.11426  1.27192  -0.43437
H  -0.87877  -1.95906  1.51215
H  -1.94381  -0.61172  1.06533
H  -1.32441  -1.70412  -0.18510
H  -0.92529  2.55413  -0.93633
H  -1.92650  1.33897  -0.08444
H  -1.28375  0.96905  -1.67499
N  -0.05260  -1.18441  -2.56040
C  0.30740  0.66195  1.80408
C  1.48728  0.83047  2.39687
O  1.07071  -0.43132  -2.05635
H  0.12828  -2.16082  -2.32064
H  0.06260  -1.12696  -3.56936
H  -0.61230  1.07740  2.19901
H  2.36570  0.35374  1.97553
H  1.58570  1.38496  3.32288

(4)
The following is a DFT calculation (ωB97M-V/def2-TZVPD) of the ion C10H16O2PSi with charge -1.

Values from the calculation:
Frontier orbital gap, eV: 6.76
Energy relative to the best compared isomer or geometry (same formula, charge and spin), kJ/mol: 0.0
Total charge: -1
E_HOMO, eV: -3.35
Multiplicity: 1

CARTESIAN COORDINATES (ANGSTROEM)
C  -1.80591  2.83991  -0.23276
C  -2.16639  2.15704  0.96046
C  -1.09136  2.35341  -1.20378
C  -2.10873  0.78646  0.86411
C  -0.56059  0.94113  -1.09203
C  -1.50408  0.10100  -0.21869
C  0.64415  -1.23914  1.72657
C  3.35385  -0.65671  0.51165
C  1.19570  -2.09845  -1.12878
C  0.88748  0.97259  -0.41062
O  -3.33047  -1.92172  0.24579
O  -1.89406  -2.28445  -1.81455
Si  1.48588  -0.75588  0.18146
P  -2.30584  -1.41256  -0.69992
H  -2.22728  3.77440  -0.22146
H  -2.68412  2.64202  1.78047
H  -0.91326  2.88382  -2.13347
H  -2.60098  0.18942  1.55402
H  -0.62335  0.46472  -2.08003
H  1.39041  -1.87745  2.34848
H  0.29666  -0.27104  2.26882
H  -0.29402  -1.84592  1.61840
H  3.77375  -1.28745  1.23654
H  3.84853  -0.77619  -0.47113
H  3.61188  0.38482  0.81150
H  1.44595  -3.10664  -0.55910
H  0.17094  -2.06434  -1.36147
H  1.85211  -1.99529  -2.01438
H  0.43494  1.61150  0.42140
H  1.71819  1.49098  -0.88751

(5)
The following is a DFT calculation (ωB97M-V/def2-TZVPD) of a cluster of 14 separate species, C6H41NO13 in total.

Values from the calculation:
Frontier orbital gap, eV: 8.42
Energy relative to the best compared isomer or geometry (same formula, charge and spin), kJ/mol: 362.7
E_HOMO, eV: -8.60
Multiplicity: 1

CARTESIAN COORDINATES (ANGSTROEM)
C  2.45883  -0.66643  1.32987
N  2.02949  0.67291  0.92692
C  0.64089  0.78453  0.48509
C  0.52959  1.76265  -0.83890
C  -0.88037  2.34411  -1.11121
C  1.54122  2.89354  -0.63300
C  -0.40037  1.22516  1.52505
H  3.33671  -0.65984  2.02873
H  2.76762  -1.28597  0.48322
H  1.65143  -1.18072  1.92239
H  2.18934  1.45305  1.54504
H  0.40200  -0.26479  0.17121
H  0.78879  1.14949  -1.72435
H  -0.91210  3.25900  -0.55810
H  -1.05838  2.64209  -2.14998
H  -1.71735  1.68149  -0.91446
H  1.40689  3.34826  0.33691
H  1.46953  3.66402  -1.39939
H  2.58867  2.57437  -0.72530
H  -0.33624  2.30213  1.64204
H  -1.39518  1.13672  1.05199
H  -0.34823  0.64608  2.45619
H  -3.31372  -3.30062  1.24272
H  -2.73680  -2.25512  0.32955
O  -2.49227  -3.04500  0.80722
H  -4.89919  -0.36627  0.79971
H  -3.50213  -0.92625  0.82888
O  -4.15992  -0.52570  1.40119
H  2.92834  -2.98262  -2.42448
H  2.11428  -2.93376  -1.31750
O  1.97944  -2.83291  -2.28127
H  -1.62940  4.72036  1.13692
H  -0.43931  3.78604  1.44836
O  -1.13161  4.29488  1.85724
H  -0.87489  -2.71799  2.89735
H  -0.21083  -1.59501  3.52876
O  -0.35069  -1.94927  2.62048
H  -0.71241  1.72683  -4.57025
H  -0.09131  2.62356  -3.53410
O  0.11944  1.87117  -4.08860
H  3.41767  -0.37869  -1.88853
H  2.71696  0.67599  -1.16040
O  3.59419  0.51089  -1.53768
H  -0.59652  -2.62610  0.55635
H  -0.67163  -3.94414  0.11001
O  -0.19115  -3.14287  -0.14957
H  0.04129  -0.05480  4.97077
H  1.49130  -0.62169  4.71581
O  0.58665  -0.84457  4.94377
H  3.35140  -3.30292  0.74103
H  1.97852  -4.14789  0.56020
O  2.74246  -3.74535  0.14795
H  0.20875  -1.86998  -3.37435
H  -0.02980  -2.85425  -2.54408
O  -0.63112  -2.20269  -2.99530
H  -0.70604  -0.18305  -4.31781
H  -1.84822  -1.24323  -4.60783
O  -1.51649  -0.37258  -4.81561
H  -4.04919  1.68894  1.24669
H  -3.37931  2.96817  1.81464
O  -3.85952  2.61662  1.05183

(6)
The following is a DFT calculation (ωB97M-V/def2-TZVPD) of a structure of composition C30H34BrCl2N5O6Pb.

Values from the calculation:
Frontier orbital gap, eV: 6.66
Energy relative to the best compared isomer or geometry (same formula, charge and spin), kJ/mol: 24.4
Total charge: +2
E_HOMO, eV: -13.06
Multiplicity: 1

CARTESIAN COORDINATES (ANGSTROEM)
Pb  0.03530  0.55752  -1.03766
O  -3.87192  -2.97540  1.36568
C  -3.54137  -3.71242  2.43759
C  -4.35472  -4.72972  2.92615
C  -3.96490  -5.45336  4.03221
C  -2.77042  -5.15768  4.70354
C  -1.96189  -4.16419  4.22658
C  -2.30569  -3.44042  3.06165
C  -1.42780  -2.53451  2.40969
O  -0.62526  -2.73994  -0.52663
N  -0.24981  -2.19805  2.83639
N  0.64155  -1.47792  2.06779
C  1.66724  -1.08004  2.71552
C  2.76794  -0.36078  2.13068
Br  2.95755  -0.45001  0.23162
C  3.63261  0.28559  2.93302
C  4.71756  1.21665  2.67925
C  5.68321  1.34780  3.68813
C  6.75768  2.20327  3.53717
C  6.86816  2.97555  2.38913
C  5.89188  2.89769  1.40303
C  4.82540  2.02782  1.54151
H  -4.75059  -3.20706  1.04277
H  -5.29158  -4.95148  2.42768
H  -4.59073  -6.26240  4.38600
H  -2.49096  -5.71424  5.58715
H  -1.04164  -3.94003  4.75391
H  -1.74125  -2.09446  1.47008
H  0.06238  -2.53864  3.74067
H  1.75568  -1.26246  3.79136
H  3.47645  0.07781  3.99101
H  5.59298  0.74844  4.58736
H  7.50457  2.27603  4.31642
H  7.70389  3.65317  2.27071
H  5.96036  3.52439  0.52351
H  4.05259  2.02012  0.78832
O  -2.31807  0.66378  -1.05054
C  -3.01659  1.69839  -1.10553
C  -2.61242  3.05883  -1.07853
C  -3.66002  3.99799  -0.94873
C  -3.39052  5.32484  -0.85091
C  -2.06935  5.79817  -0.91859
C  -1.04003  4.91715  -1.08619
C  -1.25832  3.51936  -1.16127
O  -0.22777  2.74797  -1.31661
N  -4.49609  6.27482  -0.66272
O  -4.20150  7.44173  -0.51413
O  -5.62609  5.82766  -0.66825
H  -4.10245  1.54447  -1.16495
H  -4.68877  3.66306  -0.90150
H  -1.89341  6.86206  -0.83728
H  -0.01688  5.25995  -1.16202
Cl  0.85615  2.66451  1.90691
C  1.75524  4.01670  2.64771
Cl  0.66740  5.29378  3.17635
H  2.43081  4.41410  1.90203
H  2.28666  3.63167  3.50776
C  -0.96127  -2.61262  -1.90324
C  0.28447  -2.38621  -2.75905
N  -0.05344  -1.93357  -4.09645
C  -0.26043  -2.98439  -5.10931
C  1.04259  -3.48698  -5.71835
C  -0.12696  -0.63004  -4.35881
C  -0.37969  -0.18081  -5.77297
N  0.00590  0.24650  -3.39330
H  -0.13945  -3.55997  -0.39129
H  -1.51721  -3.48518  -2.25382
H  -1.61973  -1.74355  -1.97654
H  0.86877  -3.30361  -2.84185
H  0.91872  -1.64554  -2.27074
H  -0.92480  -2.61591  -5.88441
H  -0.78157  -3.80555  -4.61690
H  1.59427  -2.67864  -6.19962
H  0.82288  -4.24465  -6.47051
H  1.69030  -3.93857  -4.96586
H  0.28837  -0.67596  -6.47537
H  -0.23738  0.89287  -5.85668
H  -1.40597  -0.40593  -6.06800
H  -0.06086  1.19068  -3.75889

(7)
The following is a DFT calculation (ωB97M-V/def2-TZVPD) of a cluster of 3 separate species, CH3F2N3 in total.

Values from the calculation:
Frontier orbital gap (alpha / beta), eV: 10.09 / 8.32
Energy relative to the best compared isomer or geometry (same formula, charge and spin), kJ/mol: 2.2
E_HOMO (alpha / beta), eV: -9.49 / -9.43
Multiplicity: 3

CARTESIAN COORDINATES (ANGSTROEM)
C  0.01415  0.03332  0.03804
N  2.07195  0.30083  0.24492
N  -0.40825  1.26970  -0.04231
N  -0.47635  -1.07532  0.17664
F  2.64699  -0.87516  0.07354
F  -2.39198  -1.02776  0.02556
H  0.34166  1.96475  -0.31047
H  -1.40201  1.52805  -0.11049
H  -0.39616  -2.11842  -0.09543

(8)
The following is a DFT calculation (ωB97M-V/def2-TZVPD) of a structure of composition C3H4N2O.

Values from the calculation:
Frontier orbital gap, eV: 9.69
Energy relative to the best compared isomer or geometry (same formula, charge and spin), kJ/mol: 368.3
E_HOMO, eV: -8.95
Multiplicity: 1

CARTESIAN COORDINATES (ANGSTROEM)
N  1.73924  -0.25464  0.30026
C  0.40502  -0.10121  0.05413
C  -0.47287  0.92213  0.19030
N  -1.69126  0.47021  -0.32090
C  -1.55590  -0.83338  -0.70582
O  -0.24721  -1.18659  -0.41534
H  2.16334  -1.06182  -0.13226
H  2.30119  0.58014  0.24971
H  -0.31796  1.92898  0.54326
H  -2.34148  -0.40921  0.24731